(A)
# C2H10N2O3

4 unconnected molecules or ions with the total composition C2H10N2O3 (ωB97M-V with the def2-TZVPD basis set, the Open Molecules 2025 dataset).

```
17
Properties=species:S:1:pos:R:3:mulliken_charge:R:1
N -3.5384 0.3180 -1.3918 -0.635
C 2.9811 0.0871 -1.0398 -0.389
C 2.0597 -0.4047 -0.1055 0.806
N 0.8292 -0.8146 -0.5250 -0.240
O 2.3186 -0.3414 1.1124 -0.503
H -4.4234 -0.1427 -1.5588 0.210
H -3.6896 1.3213 -1.3801 0.217
H 4.0025 0.3214 -0.8063 0.296
H 2.6196 0.1546 -2.0627 0.236
H 0.5740 -0.7112 -1.4909 0.247
H 0.0672 -0.6897 0.1319 0.212
H -2.3803 -1.0588 1.4869 0.206
H -3.1431 0.0409 -0.5005 0.238
O -1.5075 -0.7970 1.1614 -0.909
H -0.4732 1.9277 1.3141 0.283
H -1.2072 0.5704 0.8896 0.376
O -1.1695 1.5976 0.7481 -0.652
```

Summary:
- HOMO energy (eV) = -8.502
- frontier orbital gap (eV) = 3.30
- LUMO (eV) = -5.20
- M (g mol⁻¹) = 110.113
- net charge = 0

=====

(B)
# C2H10N2O3

3 unconnected molecules or ions with the total composition C2H10N2O3 (ωB97M-V with the def2-TZVPD basis set, the Open Molecules 2025 dataset).

```
17
Properties=species:S:1:pos:R:3:mulliken_charge:R:1
C -1.3787 1.2735 0.7425 -0.736
N -0.6636 0.4988 1.7508 -0.250
C 0.3682 -0.3351 1.4046 0.550
N 0.6305 -1.3039 2.3212 -0.386
O 0.8814 -0.2744 0.3000 -0.637
H -1.1238 0.8791 -0.2383 0.202
H -1.1219 2.3263 0.8236 0.248
H -2.4480 1.1675 0.9017 0.318
H -1.2693 0.2884 2.5223 0.245
H 0.2508 -1.3715 3.2503 0.167
H 1.4008 -1.9488 2.2853 0.219
O -0.5030 -1.3670 -3.4374 -0.645
H -0.0329 -0.8928 -2.7427 0.337
H -1.3553 -0.9296 -3.5185 0.307
O 2.1906 1.0618 -2.1234 -0.637
H 2.2831 0.4283 -2.8420 0.306
H 1.8913 0.4994 -1.3999 0.393
```

Summary:
- HOMO energy (eV) = -9.973
- SMILES string = CNC(N)=O.O.O
- frontier orbital gap (eV) = 10.54
- LUMO (eV) = 0.57
- M (g mol⁻¹) = 110.113
- net charge = 0

=====

Which of them is most stable? Easy: (B).

=====

(A)
# C4H12N4O2

C4H12N4O2 in the gas phase (ωB97M-V with the def2-TZVPD basis set, the Open Molecules 2025 dataset).

```
22
Properties=species:S:1:pos:R:3:mulliken_charge:R:1
C 1.4083 1.6242 0.3674 -0.918
N 0.8071 0.5535 1.1409 -0.343
C 0.3517 -0.5883 0.3889 0.439
N 1.4122 -1.1531 -0.4300 -0.554
N -0.0944 -1.5738 1.3509 -0.753
N -0.7220 -0.1559 -0.5228 0.024
C -0.5100 -0.1571 -1.9591 -1.153
C -1.8424 0.4497 -0.0667 0.638
O -2.6924 0.9398 -0.7738 -0.649
O -1.9737 0.4343 1.2800 -0.466
H 2.2667 1.2994 -0.2325 0.311
H 0.6532 2.0410 -0.2974 0.244
H 1.7260 2.4004 1.0602 0.378
H 1.4352 0.2325 1.8688 0.291
H 2.1823 -1.4029 0.1806 0.293
H 1.0920 -2.0037 -0.8779 0.236
H -0.6734 -2.2736 0.8998 0.286
H -0.6444 -1.1248 2.0731 0.265
H -0.6598 -1.1585 -2.3682 0.311
H -1.2419 0.5174 -2.3995 0.389
H 0.4996 0.1767 -2.1848 0.377
H -2.7798 0.9227 1.5018 0.356
```

Summary:
- HOMO energy (eV) = -9.211
- SMILES string = CNC(N)(N)N(C)C(=O)O
- frontier orbital gap (eV) = 9.99
- LUMO (eV) = 0.78
- M (g mol⁻¹) = 148.166
- net charge = 0

=====

(B)
# C4H12N4O2

2 unconnected molecules or ions with the total composition C4H12N4O2 (ωB97M-V with the def2-TZVPD basis set, the Open Molecules 2025 dataset).

```
22
Properties=species:S:1:pos:R:3:mulliken_charge:R:1
C 1.9900 0.3533 1.0814 -0.957
N 1.3426 0.8005 -0.1233 0.316
C 1.5348 2.1448 -0.5826 -0.851
N 1.0398 -0.1755 -1.2339 0.027
O 1.6985 -1.1910 -1.1947 -0.382
H 2.3009 -0.6862 0.9263 0.341
H 1.2913 0.4693 1.9136 0.270
H 2.8622 0.9546 1.3416 0.349
H 2.3496 2.6769 -0.0877 0.314
H 1.7340 2.1451 -1.6557 0.310
H 0.6161 2.7105 -0.3993 0.256
C -2.7514 -0.6764 -0.6528 -0.923
N -1.4374 -0.6579 -0.0626 0.361
C -0.8715 -1.9408 0.2662 -0.855
N -1.2593 0.4281 0.9604 -0.154
O -1.0161 1.5709 0.6965 -0.243
H -3.3894 -1.4210 -0.1688 0.325
H -3.2343 0.2878 -0.4802 0.304
H -2.6994 -0.9323 -1.7144 0.292
H -1.1399 -2.6887 -0.4824 0.327
H -1.1689 -2.3289 1.2424 0.333
H 0.2077 -1.8431 0.4100 0.242
```

Summary:
- HOMO energy (alpha / beta) (eV) = -8.418 / -8.417
- SMILES string = CN(C)N=O.CN(C)N=O
- frontier orbital gap (alpha / beta) (eV) = 8.45 / 8.45
- LUMO (alpha / beta) (eV) = 0.03 / 0.03
- M (g mol⁻¹) = 148.166
- net charge = 0

=====

Which of them is most stable? Easy: (A).

=====

(A)
# C8H6N2O

C8H6N2O in the gas phase (ωB97M-V with the def2-TZVPD basis set, the Open Molecules 2025 dataset).

```
17
Properties=species:S:1:pos:R:3:mulliken_charge:R:1
C -1.5673 2.5866 -0.2888 -0.358
C -2.1042 1.3156 -0.6727 -0.561
C -1.2962 0.1311 -0.5005 -0.517
C -0.0084 0.3219 0.0697 0.658
C 0.8166 -0.8348 0.1163 0.326
N 2.1816 -0.9386 0.1472 -0.534
C 2.4553 -2.3376 0.2827 -0.120
C 1.3021 -2.9876 0.3951 -0.313
O 0.1862 -2.1027 0.2451 -0.324
N 0.4945 1.4858 0.4328 -0.526
C -0.2487 2.5792 0.3483 -0.055
H -2.3319 3.4088 -0.3529 0.292
H -2.9589 1.3579 -1.0780 0.632
H -1.5255 -0.9236 -0.8443 0.307
H 3.6489 -2.7393 0.4256 0.268
H 1.0073 -3.9238 0.5847 0.477
H -0.0514 3.6012 0.6897 0.349
```

Summary:
- HOMO energy (eV) = -8.780
- SMILES string = c1ccc(-c2ncco2)nc1
- frontier orbital gap (eV) = 8.86
- LUMO (eV) = 0.08
- M (g mol⁻¹) = 146.149
- net charge = 0

=====

(B)
# C8H6N2O

C8H6N2O in the gas phase (ωB97M-V with the def2-TZVPD basis set, the Open Molecules 2025 dataset).

```
17
Properties=species:S:1:pos:R:3:mulliken_charge:R:1
C -3.0320 -0.1439 -0.0618 -0.397
C -2.3121 1.0388 0.3538 -0.607
C -0.8911 0.9836 0.3690 -0.572
C -0.2687 -0.1612 -0.0001 0.560
C 1.1627 -0.2365 -0.0074 0.412
N 2.0057 -0.9596 0.6757 -0.542
C 3.2673 -0.6386 0.3490 -0.201
C 3.2217 0.4048 -0.4882 -0.229
O 1.8808 0.7413 -0.7344 -0.315
N -0.8766 -1.2100 -0.3549 -0.479
C -2.2727 -1.2730 -0.4230 -0.511
H -4.0543 0.0009 -0.2564 0.405
H -2.7693 1.8422 0.4281 0.642
H -0.4625 1.8299 0.6243 0.504
H 4.0656 -1.1038 1.0341 0.307
H 3.9470 1.0217 -0.9463 0.411
H -2.6113 -2.1366 -0.5616 0.611
```

Summary:
- HOMO energy (eV) = -9.106
- SMILES string = c1ccc(-c2ncco2)nc1
- frontier orbital gap (eV) = 9.72
- LUMO (eV) = 0.62
- M (g mol⁻¹) = 146.149
- net charge = 0

=====

Which of them is most stable? Easy: (A).